6 unconnected molecules or ions with the total composition C34H78N2O10 in a non-equilibrium geometry. Source: the OMol25 dataset; level of theory: ωB97M-V/def2-TZVPD.

Structure (ORCA input):
```
! wB97M-V def2-TZVPD RIJCOSX def2/J DEFGRID3
* xyz 0 1
C 1.62814 2.61740 -3.18550
C 2.84316 1.68319 -3.14625
C 3.16558 1.38484 -4.59223
C 4.06078 2.35469 -2.48341
C 4.06092 2.48851 -0.93244
C 3.88306 1.11006 -0.39145
C 2.50218 0.44629 -0.86711
C 2.53963 -0.97893 -0.39555
C 1.24561 1.22409 -0.32956
N 2.49928 0.47810 -2.35949
O 1.49939 -0.30674 -2.91883
H 1.52440 3.22466 -2.28631
H 1.52579 3.30526 -4.02482
H 0.71875 2.02739 -3.07136
H 3.91043 0.59102 -4.64828
H 2.28613 1.03704 -5.13417
H 3.45058 2.35135 -5.00785
H 4.94176 1.78120 -2.77167
H 4.29849 3.36679 -2.81088
H 4.94684 3.01832 -0.58238
H 3.25303 3.15390 -0.62802
H 3.99165 1.20739 0.68874
H 4.71149 0.48848 -0.73120
H 3.14890 -1.54578 -1.09953
H 1.54470 -1.39789 -0.54619
H 2.81788 -1.03037 0.65708
H 1.19265 2.28771 -0.56196
H 1.20944 1.32059 0.75556
H 0.34054 0.74458 -0.70242
H 1.99071 -1.12408 -3.02903
C -1.80147 2.80883 -0.67977
C -1.73696 2.05517 -2.02127
C -0.81121 2.85647 -2.96474
C -1.18801 0.59123 -1.74046
C -1.28389 -0.31398 -2.98466
C -2.70362 -0.42104 -3.43801
C -3.39607 0.90009 -3.64405
C -3.07905 1.38219 -5.05540
C -4.97687 0.65322 -3.62091
N -3.11271 1.83370 -2.54803
O -3.80466 3.03515 -2.62899
H -0.81368 2.83395 -0.21959
H -2.22558 3.81285 -0.66679
H -2.43174 2.19592 -0.03541
H 0.18302 3.00298 -2.54267
H -0.61442 2.45596 -3.95921
H -1.29168 3.80817 -3.19171
H -0.12145 0.70736 -1.54800
H -1.63460 0.22265 -0.81698
H -0.62269 0.11639 -3.73679
H -0.79396 -1.26543 -2.77774
H -3.23134 -1.12412 -2.79356
H -2.63655 -0.96182 -4.38202
H -3.39187 0.64680 -5.79664
H -2.05213 1.71421 -5.20804
H -3.74912 2.17743 -5.38203
H -5.27689 0.06964 -4.49127
H -5.57804 1.56220 -3.59978
H -5.33591 0.03428 -2.79865
H -4.44499 2.86842 -1.93344
C -1.67987 -4.02561 0.07966
O -1.08385 -5.08339 -0.53995
C 0.04781 -4.59314 -1.24136
C 0.97061 -5.70427 -1.65536
O 2.09891 -5.09692 -2.25660
C 3.23041 -5.89201 -2.67504
H -1.09134 -3.39144 0.74265
H -2.55489 -4.46826 0.55559
H -2.06131 -3.29279 -0.63139
H 0.73709 -3.93829 -0.70828
H -0.25624 -3.99188 -2.09818
H 0.41863 -6.36725 -2.32159
H 1.37669 -6.31172 -0.84652
H 2.89946 -6.47778 -3.53262
H 3.43693 -6.57780 -1.85337
H 4.10388 -5.27940 -2.89832
C -0.14350 -3.04884 7.21116
O 1.07670 -2.42882 6.99439
C 1.05223 -1.46754 5.95681
C 2.41504 -1.18648 5.44994
O 2.52227 -0.22258 4.42917
C 2.37046 1.15272 4.76004
H -0.94036 -2.36007 7.49172
H -0.09066 -3.89597 7.89503
H -0.40485 -3.48845 6.24859
H 0.65839 -0.51956 6.32332
H 0.48347 -1.73211 5.06541
H 2.77085 -2.09672 4.96725
H 3.06816 -0.89990 6.27420
H 2.56546 1.73909 3.86212
H 3.02904 1.44514 5.57788
H 1.37637 1.44423 5.09902
C -0.58773 -1.81187 -0.91715
O -0.65474 -1.32406 0.40761
C -1.25237 -0.02204 0.65929
C -1.09276 0.50046 2.08904
O 0.27074 0.77061 2.44070
C 1.27777 -0.22171 2.36184
H -1.57758 -2.03761 -1.31381
H 0.17765 -2.57601 -1.05280
H -0.29606 -1.10480 -1.69372
H -2.29490 -0.04676 0.34210
H -0.76344 0.59971 -0.09068
H -1.49430 -0.21600 2.80565
H -1.55821 1.47253 2.25191
H 1.59105 -0.40508 1.33406
H 1.07061 -1.16223 2.87234
H 2.11754 0.21862 2.89942
C 0.11016 2.92012 3.79465
O -1.20349 3.47888 4.02201
C -2.29802 2.96238 3.29426
C -2.71177 1.63696 3.93728
O -3.73241 1.14191 3.00935
C -4.06123 -0.20245 3.31431
H 0.94913 3.55091 4.08848
H 0.22113 2.79795 2.71721
H 0.21341 1.95202 4.28477
H -2.12564 2.93370 2.21836
H -3.08877 3.69168 3.47016
H -3.07244 1.82289 4.94894
H -1.86196 0.96833 4.07463
H -4.77293 -0.47350 2.53451
H -4.45998 -0.44458 4.29945
H -3.21421 -0.88105 3.21357
*
```

Calculated values
electronic energy: -2203.3439 Ha
energy relative to the best compared isomer or geometry (same formula, charge and spin): 1086.3 kJ/mol
structure (SMILES): CC1(C)CCCC(C)(C)N1O.CC1(C)CCCC(C)(C)N1O.COCCOC.COCCOC.COCCOC.COCCOC
gap between HOMO and LUMO: 8.49 eV

Here are the Mulliken charges for atoms 1 to 4, given in e: C -1.342; C 2.249; C -2.083; C -1.585